1.
Entry from OMol25: C3H5FO6S2 as an isolated structure in a non-equilibrium geometry (ωB97M-V with the def2-TZVPD basis set).

Summary:
**Spin multiplicity**: 1
**LUMO level (spin up / spin down)**: -1.37 / -1.37 eV
**Electronic energy**: -1464.762297 Ha
**Relative energy (zero: lowest compared OMol25 entry of this formula, charge and spin)**: 121.27 kcal/mol
**Molecular weight**: 220.20 g/mol

XYZ file:
```
17
C3H5FO6S2 ωB97M-V with the def2-TZVPD basis set
C 1.6844 0.7407 0.2284
C -1.3819 -2.1512 -0.2373
C -1.4325 -1.9791 -1.6586
O -0.6285 0.5867 -0.8845
O -0.5670 1.0456 1.5936
O 0.1850 3.0761 0.5281
O 0.4363 2.7122 3.0189
O 1.0160 -0.4713 0.4535
O 1.7612 1.4695 1.3893
F -0.1733 -2.6378 0.0794
S -0.5624 -0.1639 0.3061
S 0.3838 2.2698 1.6945
H 2.6977 0.5649 0.1140
H 1.1362 1.2145 -0.5592
H -2.0434 -1.2913 -2.0096
H -2.0614 -2.9817 -1.8087
H -0.4503 -2.0036 -2.2478
```

For reference, the Löwdin charges in units of e are: number 1, C, carries -0.297; number 2, C, carries -0.254; number 3, C, carries -0.139; number 4, O, carries -0.304; number 5, O, carries -0.374; number 6, O, carries -0.219; number 7, O, carries -0.172; number 8, O, carries -0.217; number 9, O, carries -0.143; number 10, F, carries -0.049; number 11, S, carries 1.050; number 12, S, carries 0.564; number 13, H, carries 0.139; number 14, H, carries 0.105; number 15, H, carries 0.016; number 16, H, carries 0.165; number 17, H, carries 0.128

2.
Entry from OMol25: one molecule with the formula C3H5FS2 in a non-equilibrium geometry (ωB97M-V with the def2-TZVPD basis set).

Summary:
**Spin multiplicity**: 1
**SMILES**: C[C@H](F)C(=S)S
**LUMO level**: -0.40 eV
**Electronic energy**: -1013.481021 Ha
**Relative energy (zero: lowest compared OMol25 entry of this formula, charge and spin)**: 29.06 kcal/mol
**Molecular weight**: 124.21 g/mol

XYZ file:
```
11
C3H5FS2 ωB97M-V with the def2-TZVPD basis set
C -0.0013 0.8494 -1.1687
C 0.3124 -0.4896 -0.5132
F -0.4724 -1.6432 -1.0749
C -0.2405 -0.5325 0.9139
S -1.6199 -1.3464 1.1528
S 0.8283 0.3961 2.0757
H 0.5590 1.1159 -2.2919
H -1.1098 0.9390 -1.3544
H 0.1665 1.6221 -0.4146
H 1.3332 -0.9084 -0.4893
H 0.2446 -0.0024 3.1648
```

For reference, the Löwdin charges in units of e are: number 1, C, carries -0.074; number 2, C, carries -0.425; number 3, F, carries -0.202; number 4, C, carries -1.092; number 5, S, carries 0.756; number 6, S, carries 0.755; number 7, H, carries 0.161; number 8, H, carries 0.094; number 9, H, carries 0.047; number 10, H, carries 0.139; number 11, H, carries -0.158